(a)
Here is a cluster of 11 separate species, C11H44N22O11 in total from the Open Molecules 2025 dataset. Energies are from ωB97M-V/def2-TZVPD.

2S+1 = 1
SMILES = NC(N)=O.NC(N)=O.NC(N)=O.NC(N)=O.NC(N)=O.NC(N)=O.NC(N)=O.NC(N)=O.NC(N)=O.NC(N)=O.NC(N)=O
net charge = 0
highest occupied orbital energy = -0.34348 Eh
Kohn-Sham gap = 0.34926 hartree

Each line ends with the Löwdin charge.
Cartesian coordinates (Å):
C: 2.765 0.462 2.268  -0.616
O: 2.298 -0.685 2.526  -0.073
N: 2.061 1.398 1.517  0.173
N: 4.013 0.852 2.659  0.165
H: 2.608 2.052 1.022  0.038
H: 1.292 0.942 0.911  0.082
H: 4.381 1.751 2.334  0.065
H: 4.546 0.181 3.197  0.108
C: 3.524 4.206 1.081  -0.640
O: 4.310 3.470 1.606  0.000
N: 2.410 4.864 1.663  0.179
N: 3.589 4.229 -0.287  0.189
H: 1.813 5.256 0.979  0.031
H: 2.402 5.207 2.623  0.112
H: 4.193 3.651 -0.763  0.072
H: 2.867 4.719 -0.764  0.072
C: 0.455 -5.077 -2.542  -0.619
O: 0.896 -4.945 -1.383  -0.018
N: 1.002 -4.368 -3.555  0.175
N: -0.479 -6.094 -2.889  0.136
H: 1.869 -3.954 -3.409  0.050
H: 0.926 -4.772 -4.485  0.115
H: -1.053 -6.200 -3.718  0.095
H: -1.025 -6.259 -2.053  0.091
C: 2.918 1.184 -3.041  -0.539
O: 2.685 2.413 -2.886  -0.028
N: 1.911 0.207 -2.976  0.167
N: 4.280 0.697 -3.144  0.132
H: 2.282 -0.721 -2.786  0.059
H: 1.144 0.465 -2.348  0.078
H: 4.788 1.309 -3.768  0.091
H: 4.468 -0.293 -3.187  0.050
C: -3.777 -2.071 1.156  -0.621
O: -3.318 -0.892 1.046  -0.086
N: -3.740 -2.853 2.272  0.167
N: -4.239 -2.513 -0.025  0.144
H: -3.280 -2.291 3.047  0.060
H: -3.691 -3.854 2.115  0.106
H: -4.960 -3.241 -0.101  0.112
H: -4.404 -1.823 -0.756  0.032
C: -0.038 -1.036 -0.405  -0.596
O: 0.001 0.172 -0.160  -0.040
N: -0.997 -1.638 -1.190  0.230
N: 1.034 -1.829 0.022  0.188
H: -1.713 -1.245 -1.626  0.036
H: -0.966 -2.565 -1.531  0.087
H: 0.956 -2.828 -0.001  0.073
H: 1.548 -1.358 0.781  0.061
C: -3.719 2.615 2.419  -0.721
O: -4.027 3.784 2.519  0.019
N: -4.688 1.653 2.525  0.160
N: -2.449 2.295 2.228  0.171
H: -5.594 2.054 2.315  0.100
H: -4.600 0.779 1.988  0.073
H: -2.044 1.375 2.240  0.069
H: -1.786 2.958 2.543  0.098
C: 3.917 -2.736 -1.445  -0.584
O: 3.738 -2.550 -2.660  -0.019
N: 3.706 -3.955 -0.775  0.152
N: 4.527 -1.768 -0.598  0.165
H: 4.012 -4.042 0.200  0.110
H: 3.205 -4.731 -1.162  0.070
H: 4.685 -0.918 -1.118  0.072
H: 4.322 -1.768 0.352  0.055
C: -1.286 -1.099 3.995  -0.679
O: -2.421 -1.507 4.170  0.003
N: -0.382 -1.073 4.967  0.174
N: -0.990 -0.572 2.784  0.171
H: -0.464 -1.407 5.963  0.151
H: 0.500 -0.632 4.778  0.088
H: 0.015 -0.347 2.574  0.093
H: -1.664 -0.817 2.077  0.050
C: -0.182 4.350 -0.597  -0.626
O: 0.432 5.432 -0.566  -0.037
N: -1.461 4.369 0.008  0.137
N: 0.298 3.211 -1.136  0.197
H: -1.670 3.613 0.652  0.036
H: -1.622 5.316 0.411  0.117
H: 1.136 3.253 -1.658  0.046
H: -0.105 2.291 -0.927  0.083
C: -4.608 0.317 -2.291  -0.601
O: -4.574 -0.914 -2.211  -0.015
N: -4.346 1.097 -1.173  0.181
N: -5.134 0.958 -3.402  0.149
H: -3.895 0.616 -0.386  0.073
H: -4.194 2.058 -1.290  0.079
H: -5.596 1.827 -3.271  0.087
H: -5.546 0.331 -4.086  0.107

---

(b)
Here is a cluster of 11 separate species, C11H44N22O11 in total from the Open Molecules 2025 dataset. Energies are from ωB97M-V/def2-TZVPD.

2S+1 = 1
SMILES = NC(N)=O.NC(N)=O.NC(N)=O.NC(N)=O.NC(N)=O.NC(N)=O.NC(N)=O.NC(N)=O.NC(N)=O.NC(N)=O.NC(N)=O
net charge = 0
highest occupied orbital energy = -0.34033 Eh
Kohn-Sham gap = 0.33496 hartree

Each line ends with the Löwdin charge.
Cartesian coordinates (Å):
C: 14.542 15.178 1.388  -0.806
O: 15.223 15.571 2.340  0.013
N: 13.522 14.423 1.497  0.162
N: 14.917 15.236 0.152  0.154
H: 13.116 14.131 2.375  0.129
H: 13.044 14.252 0.624  0.110
H: 14.502 14.656 -0.563  0.112
H: 15.706 15.846 -0.011  0.125
C: 10.747 14.280 12.844  -0.809
O: 10.663 14.007 13.969  0.105
N: 11.223 13.440 11.927  0.132
N: 10.406 15.402 12.205  0.150
H: 10.926 13.396 10.962  0.100
H: 11.285 12.543 12.387  0.106
H: 10.467 15.493 11.201  0.103
H: 10.147 16.178 12.796  0.112
C: 17.792 21.666 1.307  -0.736
O: 18.950 21.369 1.525  0.021
N: 16.980 22.060 2.289  0.151
N: 17.247 21.617 0.068  0.144
H: 17.448 22.237 3.167  0.114
H: 16.018 22.297 2.093  0.104
H: 17.765 21.300 -0.739  0.107
H: 16.404 22.140 -0.120  0.094
C: 15.167 21.172 15.301  -0.773
O: 14.719 22.257 15.795  -0.032
N: 16.119 21.124 14.409  0.161
N: 14.704 20.035 15.595  0.164
H: 16.184 20.215 13.974  0.104
H: 16.575 21.921 13.987  0.123
H: 14.715 19.393 14.815  0.119
H: 13.996 19.979 16.313  0.133
C: 8.890 22.141 9.406  -0.786
O: 8.226 21.628 10.252  0.062
N: 8.852 21.643 8.175  0.129
N: 9.765 23.118 9.397  0.156
H: 9.561 21.819 7.478  0.101
H: 8.199 20.899 7.972  0.109
H: 10.000 23.556 10.276  0.117
H: 9.975 23.609 8.540  0.113
C: 9.787 20.528 0.029  -0.860
O: 10.876 20.825 -0.168  0.113
N: 9.234 20.259 1.179  0.161
N: 8.975 20.240 -0.966  0.143
H: 9.826 20.359 1.991  0.121
H: 8.447 19.629 1.132  0.106
H: 9.362 20.055 -1.880  0.115
H: 7.985 20.073 -0.860  0.101
C: 8.769 13.430 6.230  -0.801
O: 9.623 12.618 5.967  0.044
N: 8.868 14.713 5.905  0.139
N: 7.630 13.207 6.802  0.163
H: 9.744 15.076 5.558  0.118
H: 8.007 15.232 5.812  0.105
H: 7.569 12.374 7.370  0.128
H: 7.350 14.137 7.079  0.104
C: 19.029 13.636 7.625  -0.793
O: 19.712 14.049 8.513  0.059
N: 17.929 12.916 7.659  0.155
N: 19.385 13.872 6.373  0.140
H: 17.414 12.570 6.862  0.110
H: 17.806 12.410 8.524  0.113
H: 18.760 13.868 5.579  0.106
H: 20.238 14.409 6.305  0.112
C: 14.099 27.561 5.897  -0.805
O: 13.151 26.835 5.878  0.054
N: 14.000 28.778 6.367  0.149
N: 15.346 27.255 5.631  0.154
H: 14.790 29.407 6.343  0.106
H: 13.169 29.036 6.880  0.119
H: 15.552 26.296 5.390  0.113
H: 16.109 27.866 5.376  0.110
C: 17.286 14.921 13.838  -0.862
O: 16.773 15.786 13.256  0.080
N: 16.819 13.740 13.991  0.160
N: 18.169 15.164 14.772  0.154
H: 15.955 13.530 13.513  0.127
H: 17.057 13.255 14.845  0.114
H: 18.528 14.263 15.053  0.102
H: 18.543 16.089 14.929  0.124
C: 13.858 19.114 7.585  -0.709
O: 13.210 19.302 6.516  -0.037
N: 14.167 18.000 8.265  0.162
N: 14.127 20.222 8.229  0.137
H: 13.858 17.131 7.854  0.114
H: 14.649 18.048 9.151  0.106
H: 14.651 20.132 9.087  0.106
H: 13.679 21.005 7.773  0.121

---

Relative stability in eV, measured from the most stable structure: (a) 0.000; (b) 8.867